C5H7NO2 | ωB97M-V with the def2-TZVPD basis set

```
15
C5H7NO2 | OMol25 | ωB97M-V with the def2-TZVPD basis set
H -2.44052 -1.50792 -0.64297
O 2.54180 0.76763 -0.29797
H -0.45762 2.64969 0.54282
C 0.72304 -0.18082 0.77908
O 2.50869 -1.43146 -0.27370
H -1.59557 -2.48664 0.74645
C -0.49867 2.05031 -0.26253
H 0.95879 -0.17490 1.96731
H -1.34610 2.28412 -0.55843
N 2.18573 -0.27096 0.00945
C -0.45187 -0.57424 0.05641
C -0.24896 0.66908 0.14655
C -1.32369 -1.84773 -0.37183
H -0.69580 -2.40139 -0.83770
H 0.14074 2.45522 -1.00292
```

Output
Energy (eV): -10875.463
LUMO (eV): 0.72
HOMO (hartree): -0.337
SMILES string: CC1=C(C)C1[N+](=O)[O-]
2S+1: 1

Atom charges from the Mulliken analysis, given in e for atoms 1 to 2: atom 1 (H): 0.27, atom 2 (O): -0.53

=====

C4H7N | ωB97M-V with the def2-TZVPD basis set

```
12
C4H7N | OMol25 | ωB97M-V with the def2-TZVPD basis set
C 0.05024 -1.29732 -0.03737
H -0.14137 2.05160 0.90085
H 0.55435 0.15666 -1.19906
H 0.11191 0.62018 1.91881
C -0.44744 0.16400 -0.12151
N -1.73035 0.26802 -0.37677
H -0.48644 -2.06404 0.50317
H 1.55954 -1.93223 -1.58640
C 0.93459 -1.30367 -0.98341
H -1.98713 1.21617 -0.65112
C 0.25749 1.03820 0.92343
H 1.32462 1.08243 0.70940
```

Output
Energy (eV): -5746.470
LUMO (eV): 0.06
HOMO (hartree): -0.337
2S+1: 1

Atom charges from the Mulliken analysis, given in e for atoms 1 to 2: atom 1 (C): -0.09, atom 2 (H): 0.30

=====

C13H34IN6OSi2Ti | ωB97M-V with the def2-TZVPD basis set

```
58
C13H34IN6OSi2Ti | OMol25 | ωB97M-V with the def2-TZVPD basis set
H -1.98829 -2.86340 3.66447
C -2.37254 -1.89501 3.99159
H 4.46886 2.62831 -0.68368
N -2.96701 -3.06093 -0.43386
C 1.59094 -2.14461 0.99438
H -3.45387 4.24799 -2.75669
H -2.16275 -1.82647 5.05339
H -1.10056 -0.01576 5.14800
H -0.76222 1.00698 1.97853
N -1.11934 0.31390 1.33303
H -3.40410 -3.67694 0.23026
H -3.04347 -3.31528 -1.40435
O -1.44949 1.79226 -1.95735
N -2.23343 -1.74727 1.28225
N -1.67785 2.78245 -3.94976
H -3.16384 3.53960 -1.14416
H -1.94530 -1.42915 -1.89152
H -2.17270 3.41427 -4.55991
C -1.13371 0.29608 4.10971
C -1.65721 -0.69566 1.97641
N -1.68448 -0.79748 3.30821
Ti -0.60161 0.54905 -0.66678
C 1.31252 0.11259 -1.12093
C 2.10485 1.65197 1.45419
H 4.03866 -2.88522 -1.09024
Si 1.93913 -1.64629 -0.78629
C 1.00021 -2.81936 -1.91931
H 0.00207 -3.05210 -1.54344
H 2.84236 2.34320 1.86780
Si 2.25961 1.60382 -0.42353
H 1.91170 4.03757 -0.72265
C 3.76319 -1.82882 -1.12740
H 4.02995 -1.45414 -2.11751
H 0.54285 -2.00391 1.26833
H 1.82491 -3.20353 1.12765
C 1.37030 3.14804 -1.05276
H 2.27901 0.67578 1.91003
H 1.12693 2.02163 1.77678
H 1.32938 0.23503 -2.22062
H -1.75133 1.19352 4.03798
C -2.31443 -1.94747 -0.07691
N -1.78787 -1.12410 -0.93687
H 1.32825 3.17700 -2.14419
H -3.45553 -1.84037 3.86201
H -0.10999 0.51951 3.80570
H 0.90494 -2.41782 -2.93118
I -4.95184 2.04689 -2.45277
H 1.54124 -3.76468 -1.99821
H 4.63760 0.89831 -0.39990
H 4.37760 -1.30703 -0.39348
C 4.04939 1.64907 -0.92609
H -0.89714 2.26630 -4.32708
H -2.63084 -2.47552 1.85117
C -2.06473 2.59419 -2.70537
H 4.18010 1.48721 -1.99732
C -3.25468 3.33534 -2.20498
H 0.34844 3.25978 -0.66835
H 2.20718 -1.58930 1.70357
```

Output
Energy (eV): -71983.727
LUMO (alpha / beta) (eV): -5.95 / -5.87
HOMO (alpha / beta) (hartree): -0.521 / -0.531
Net charge: +2
2S+1: 2

Atom charges from the Mulliken analysis, given in e for atoms 1 to 2: atom 1 (H): 0.43, atom 2 (C): -1.08

=====

H5ISi2 | ωB97M-V with the def2-TZVPD basis set

```
8
H5ISi2 | OMol25 | ωB97M-V with the def2-TZVPD basis set
Si 1.09380 0.13670 0.60244
Si -0.85882 0.06027 -0.61875
H 0.83007 0.37010 2.02180
H 1.84565 -1.11317 0.47222
H -1.87149 1.28687 -0.39311
H -0.72847 -0.02638 -2.06966
I -2.22132 -1.94547 -0.09305
H 1.91059 1.23108 0.07811
```

Output
Energy (eV): -23936.790
LUMO (eV): 0.30
HOMO (hartree): -0.352
SMILES string: [SiH3][SiH2]I
2S+1: 1

Atom charges from the Mulliken analysis, given in e for atoms 1 to 2: atom 1 (Si): 0.34, atom 2 (Si): 0.16

=====

C3H4F4O2 | ωB97M-V with the def2-TZVPD basis set

```
13
C3H4F4O2 | OMol25 | ωB97M-V with the def2-TZVPD basis set
F 1.62323 -1.27632 0.35334
O -1.31504 0.24279 -0.88442
C 0.66499 -1.08772 -0.55970
H -1.44593 -1.19417 0.85109
C 0.60594 1.23854 0.40451
H -2.05491 0.69268 -0.48732
F 1.21170 -0.81306 -1.69341
F -0.06439 -2.24232 -0.62657
H 1.40627 1.33127 -0.27150
H 0.62996 1.11318 1.43317
C -0.32738 0.03468 0.01828
O -0.90422 -0.48394 1.17246
F -0.03021 2.44441 0.29007
```

Output
Energy (eV): -18140.410
LUMO (eV): 0.62
HOMO (hartree): -0.406
SMILES string: OC(O)(CF)C(F)(F)F
2S+1: 1

Atom charges from the Mulliken analysis, given in e for atoms 1 to 2: atom 1 (F): -0.27, atom 2 (O): -0.58

=====

C3H2O2S | ωB97M-V with the def2-TZVPD basis set

```
8
C3H2O2S | OMol25 | ωB97M-V with the def2-TZVPD basis set
S -1.89572 1.62276 0.08404
H 0.10992 -1.49271 -1.94665
C 0.49123 -1.52471 0.07957
O 0.23861 -1.75881 1.18885
O -0.39146 2.83970 1.95658
C -1.03682 2.31726 1.15602
C 0.77635 -1.24153 -1.14599
H 1.70789 -0.76197 -1.37242
```

Output
Energy (eV): -18072.866
LUMO (eV): 0.57
HOMO (hartree): -0.348
SMILES string: C=C=O.O=C=S
2S+1: 1

Atom charges from the Mulliken analysis, given in e for atoms 1 to 2: atom 1 (S): -0.33, atom 2 (H): 0.25

=====

H2NO4P | ωB97M-V with the def2-TZVPD basis set

```
8
H2NO4P | OMol25 | ωB97M-V with the def2-TZVPD basis set
P -0.03326 0.29869 0.15287
O 2.45605 -0.64414 -0.91723
H -1.18872 0.59719 -1.49516
O 0.45959 0.89031 1.41552
O -1.23967 -0.78414 0.50168
H -1.20714 -0.73554 1.40798
N 1.59721 -0.87707 -0.14553
O -0.84407 1.25470 -0.92014
```

Output
Energy (eV): -18999.323
LUMO (alpha / beta) (eV): -0.27 / -2.25
HOMO (alpha / beta) (hartree): -0.326 / -0.436
2S+1: 3

Atom charges from the Mulliken analysis, given in e for atoms 1 to 2: atom 1 (P): 0.91, atom 2 (O): -0.29

=====

C4H8O2 | ωB97M-V with the def2-TZVPD basis set

```
14
C4H8O2 | OMol25 | ωB97M-V with the def2-TZVPD basis set
O 1.16946 1.19065 0.70527
C -0.57735 0.46245 -0.07700
H -2.69372 0.80443 0.03450
H 2.54557 -1.03353 -0.11786
O -0.47554 1.36642 -0.98866
H 1.65546 -0.37036 -1.49459
H 1.10983 -1.88417 -0.73265
H -1.90587 0.23692 1.53481
C -1.92831 0.14466 0.44424
C 0.71419 -0.07400 0.44286
C 1.54594 -0.89688 -0.54042
H 0.49484 1.63958 -0.77647
H 0.51241 -0.68541 1.34332
H -2.16693 -0.90077 0.22267
```

Output
Energy (eV): -8370.310
LUMO (eV): 0.21
HOMO (hartree): -0.319
2S+1: 1

Atom charges from the Mulliken analysis, given in e for atoms 1 to 2: atom 1 (O): -0.82, atom 2 (C): 0.65